1.
Density functional theory data (the ωB97M-V functional and the def2-TZVPD basis) for a cluster of 7 separate species, C5H22BrN6O7 in total.

XYZ file:
```
41
C5H22BrN6O7 | the OMol25 dataset | the ωB97M-V functional and the def2-TZVPD basis
Br -9.65560 -13.20880 16.89860
C -9.07678 -10.13719 13.94417
O -9.29719 -9.39697 12.95679
N -8.67109 -9.83037 15.08924
N -9.23624 -11.42731 13.87158
H -8.68497 -8.82640 15.19848
H -8.66494 -10.61510 15.72506
H -9.20596 -11.97825 14.71753
H -9.61693 -11.94123 13.08986
C -6.11027 -12.28280 19.66894
O -5.46136 -12.14819 18.71924
N -7.29170 -12.89892 19.73154
N -5.92884 -11.72663 20.84912
H -7.62697 -13.31132 18.87268
H -7.75061 -12.91399 20.63114
H -5.26672 -10.96682 20.91528
H -6.57585 -11.78895 21.62216
C -8.41655 -9.43872 18.51260
O -8.73787 -8.26383 18.66615
N -7.50905 -9.96038 17.81093
N -9.06524 -10.35303 19.07302
H -6.83342 -9.41956 17.29022
H -7.48492 -10.96743 17.88434
H -9.98541 -10.00724 19.30501
H -8.72580 -11.29964 18.97910
C -10.28145 -15.81748 14.04827
C -11.20529 -16.80275 13.32241
O -10.91110 -18.11425 13.69373
O -10.69874 -14.45329 13.76692
H -9.23651 -16.08078 13.88428
H -10.30491 -15.99674 15.12317
H -11.40118 -16.76649 12.25077
H -12.18898 -16.68070 13.77578
H -10.78886 -18.64643 12.90414
H -10.52660 -14.04102 14.61662
O -8.17823 -15.64797 18.60928
H -8.57818 -14.85574 18.25060
H -7.33472 -15.71469 18.16176
O -7.08403 -14.54678 14.39169
H -7.86789 -14.37950 14.91494
H -6.60362 -13.71902 14.40774
```

Properties
2S+1   2
HOMO (spin up / spin down)   -9.6 / -9.6 eV
Net charge   0
Expectation value of S²   0.75
F_max   7.9 eV/Å

2.
Density functional theory data (the ωB97M-V functional and the def2-TZVPD basis) for a structure of composition C29H40IrN5O3S2.

XYZ file:
```
80
C29H40IrN5O3S2 | the OMol25 dataset | the ωB97M-V functional and the def2-TZVPD basis
Ir 1.00783 0.92176 -0.32244
C -3.74443 -4.65424 7.47706
O -4.36638 -5.26261 6.32006
C -3.75403 -5.35822 5.18532
C -2.40874 -4.91989 4.96291
C -1.87641 -5.01244 3.71953
C -2.65736 -5.55036 2.64545
C -3.96352 -6.08019 2.90449
C -4.50633 -5.95699 4.13568
N -2.21217 -5.67862 1.40658
N -1.24769 -5.21459 0.82895
C -0.55285 -4.19570 0.48457
C 0.88771 -4.39890 0.30937
C 1.72179 -3.36778 0.13372
C 1.20285 -2.01247 0.03041
O 1.94178 -1.02884 -0.06421
C -0.26317 -1.81822 -0.01299
N -0.66765 -0.56763 -0.28206
C -1.97173 -0.32037 -0.34104
C -2.92194 -1.32999 -0.19187
C -2.50773 -2.62132 0.06520
C -1.14221 -2.87189 0.19673
H -4.53203 -4.57957 8.21701
H -3.36905 -3.66447 7.22523
H -2.94584 -5.29440 7.84743
H -1.81181 -4.54792 5.78211
H -0.84819 -4.72145 3.54258
H -4.50287 -6.55461 2.09527
H -5.50261 -6.31236 4.36015
H 1.26467 -5.40982 0.39723
H 2.79365 -3.50704 0.08640
H -2.26260 0.70003 -0.55595
H -3.97149 -1.09562 -0.30107
H -3.22933 -3.42587 0.13669
O 0.93979 1.80526 1.55026
S -0.28136 2.30693 2.35563
C 0.08674 1.87712 4.06516
C -0.40642 3.09044 4.84287
C 0.22973 4.29159 4.14046
C 0.01698 4.08338 2.63433
H 1.17214 1.76699 4.11329
H -0.39635 0.93631 4.32010
H -0.13279 3.02710 5.89433
H -1.49658 3.15523 4.79160
H 1.29515 4.33360 4.36509
H -0.21358 5.23029 4.46522
H 0.88076 4.33630 2.02109
H -0.85438 4.61502 2.25524
C 2.61281 0.28542 -2.74073
C 3.89511 0.72804 -2.03617
C 4.25881 2.20348 -2.21607
C 3.17790 3.15559 -1.71394
N 2.12974 3.33151 -2.72918
C 0.81749 3.33638 -2.57595
S 0.00517 2.89124 -1.08639
N 0.03139 3.73524 -3.56385
C 0.40274 3.88277 -4.98152
C 0.47923 2.53462 -5.69282
C 0.61780 2.68883 -7.20553
C 1.90817 3.39019 -7.62620
H 2.53596 -0.80004 -2.76921
H 2.54968 0.65556 -3.76311
H 1.67862 0.65116 -2.23116
H 4.72214 0.11873 -2.40286
H 3.80538 0.51947 -0.96700
H 4.47562 2.42269 -3.26603
H 5.17915 2.39835 -1.66505
H 3.58649 4.14059 -1.48541
H 2.72944 2.76743 -0.79545
H 2.48142 3.63402 -3.62835
H -0.95691 3.68986 -3.36553
H 1.34701 4.42399 -5.05519
H -0.36192 4.50873 -5.43837
H -0.42456 1.96676 -5.45568
H 1.33362 1.96929 -5.30564
H -0.25022 3.21843 -7.60492
H 0.58879 1.68980 -7.64346
H 1.86291 4.46701 -7.45197
H 2.08978 3.25884 -8.69107
H 2.77131 2.99302 -7.08538
```

Properties
2S+1   2
HOMO (spin up / spin down)   -15.5 / -15.6 eV
ΔE to the lowest compared entry with this formula, charge and spin   208.8 kJ/mol
Net charge   +3
Expectation value of S²   0.75
F_max   1.9 eV/Å

3.
Density functional theory data (the ωB97M-V functional and the def2-TZVPD basis) for a cluster of 10 separate species, C21H48BBrClN12O23 in total.

XYZ file:
```
107
C21H48BBrClN12O23 | the OMol25 dataset | the ωB97M-V functional and the def2-TZVPD basis
C -1.45279 7.19607 -0.13560
C -1.74847 5.70394 -0.25751
C -3.07367 5.38371 0.46557
Cl -4.33769 4.82882 -0.66254
C -2.85996 4.36344 1.54444
C -2.47249 3.02877 1.24446
O -2.25744 2.66342 -0.01058
B -2.95020 1.50251 -0.48367
O -2.18861 0.46471 -0.88266
O -4.31966 1.46890 -0.54527
C -2.30159 2.16667 2.31345
C -2.53690 2.70205 3.58347
Br -2.36217 1.55094 5.06738
N -2.85696 3.92995 3.85769
N -3.00656 4.72573 2.80535
O -3.31269 6.00230 3.10609
C -4.55819 6.10414 3.85675
C -5.73655 5.33391 3.26296
N -6.89904 6.21921 3.20180
C -8.00902 5.65760 2.42679
C -7.74732 5.60779 0.93028
C -7.52110 6.97568 0.30996
O -8.86999 4.97681 0.30291
H -2.26456 7.78456 -0.54478
H -0.52513 7.46757 -0.62680
H -1.37936 7.48278 0.91215
H -1.79326 5.39858 -1.29650
H -0.91594 5.16835 0.20138
H -3.45956 6.30387 0.87710
H -2.54710 0.07363 -1.69735
H -4.75168 1.11413 0.23509
H -2.01882 1.13751 2.16037
H -4.38097 5.81348 4.88713
H -4.80735 7.15870 3.84698
H -5.53218 4.94035 2.26846
H -5.93524 4.46595 3.90249
H -7.24636 6.29121 4.15125
H -8.29299 4.65046 2.75905
H -8.87857 6.29414 2.57362
H -6.87775 4.98718 0.69886
H -7.68425 7.76783 1.03755
H -6.49744 7.08672 -0.03592
H -8.20336 7.13228 -0.51796
H -8.77085 4.03184 0.43391
C -1.02895 -3.38180 -3.17762
N -2.04631 -2.45646 -2.61395
O -2.18493 -1.36432 -3.13980
O -2.68447 -2.83711 -1.65921
H -0.55167 -2.89542 -4.02007
H -0.31612 -3.59611 -2.38794
H -1.54649 -4.28535 -3.48209
C -2.36172 -6.05300 0.15842
N -2.05776 -6.81723 -1.08161
O -2.44862 -7.95582 -1.15858
O -1.42844 -6.22992 -1.94210
H -2.92089 -6.69690 0.82610
H -1.41294 -5.75783 0.59595
H -2.93956 -5.18120 -0.13420
C 2.56751 -1.46320 -0.72757
N 2.31605 -2.53250 -1.72390
O 2.69359 -2.34228 -2.86411
O 1.75793 -3.54333 -1.34631
H 3.08613 -0.65841 -1.23414
H 1.60935 -1.13102 -0.33831
H 3.17798 -1.89487 0.06219
C 6.01987 -3.92409 2.48415
N 5.16821 -3.18928 1.51042
O 5.64963 -2.87634 0.43964
O 4.02497 -2.94803 1.84414
H 6.99413 -4.07214 2.03986
H 6.08335 -3.30725 3.37610
H 5.53864 -4.87064 2.70075
C 7.76706 -6.78255 -0.19715
N 6.78489 -7.05568 0.88409
O 7.00852 -6.61716 1.99598
O 5.80534 -7.70355 0.58755
H 8.57917 -6.19506 0.20993
H 8.11812 -7.74237 -0.56376
H 7.23805 -6.24534 -0.97760
C 3.90372 -5.04290 -3.31825
N 4.88267 -6.10407 -2.95917
O 4.45712 -7.14885 -2.52924
O 6.06174 -5.83738 -3.11305
H 2.90542 -5.41296 -3.12521
H 4.13252 -4.18523 -2.70280
H 4.04630 -4.81152 -4.36911
C 3.68246 -9.74333 -0.46084
N 2.48685 -10.23698 0.27689
O 2.26602 -9.76982 1.37553
O 1.80758 -11.07450 -0.27500
H 4.18563 -9.00432 0.14996
H 4.32385 -10.59785 -0.65204
H 3.33236 -9.30798 -1.39114
C -0.93660 11.90775 -1.50182
N -1.02610 10.73712 -0.58631
O -2.06373 10.10544 -0.56507
O -0.04971 10.48531 0.08398
H -1.87824 12.00280 -2.02803
H -0.73476 12.78128 -0.89005
H -0.11631 11.72057 -2.18760
C 9.28222 -4.12578 -2.65009
N 10.40522 -4.47899 -1.73617
O 11.51159 -4.57320 -2.21048
O 10.12803 -4.64703 -0.56304
H 9.68197 -4.00704 -3.64948
H 8.55806 -4.93420 -2.61041
H 8.84636 -3.20097 -2.28488
```

Properties
HOMO   -11.7 eV
Net charge   +1
F_max   1.3 eV/Å

4.
Density functional theory data (the ωB97M-V functional and the def2-TZVPD basis) for a cluster of 2 separate species, C5H11NO in total.

XYZ file:
```
18
C5H11NO | the OMol25 dataset | the ωB97M-V functional and the def2-TZVPD basis
N 0.45943 1.81007 0.59796
C 0.89728 0.63670 -0.02608
C 0.21832 -0.07070 -0.93707
C -1.12381 0.18303 -1.45903
C -1.93111 -0.81010 -1.81879
C 2.16263 0.08293 0.56717
H -0.51776 1.98874 0.40599
H 0.62463 1.79164 1.59471
H 0.62772 -1.05725 -1.11046
H -1.41268 1.19119 -1.74292
H -2.97894 -0.59804 -2.02189
H -1.76404 -1.87229 -1.71254
H 2.76093 -0.47545 -0.14180
H 2.78344 0.89823 0.94797
H 1.97650 -0.54968 1.43379
H -1.04521 -0.98951 2.57032
H -0.46924 -0.93673 1.19150
O -1.26808 -1.22278 1.66117
```

Properties
HOMO   -8.0 eV
SMILES   C=C/C=C(/C)N.O
ΔE to the lowest compared entry with this formula, charge and spin   181.9 kJ/mol
Net charge   0
F_max   1.4 eV/Å

Which formula does entry 2 have?
C29H40IrN5O3S2

Look up the F_max of the third one.
1.3 eV/Å

Among the records above, which one has the lowest F_max?
C21H48BBrClN12O23

Which formula does entry 1 have?
C5H22BrN6O7